[1]
ORCA calculation (wB97M-V/def2-TZVPD) on a structure of composition C26H22Cl5N7Ni.

Structure (XYZ):
```
61
Properties=species:S:1:pos:R:3:forces:R:3
Ni -0.2047 1.3207 1.0406 0.1 0.0 0.1
C -0.2409 -3.1503 -4.4164 0.0 0.0 0.0
C -0.1191 -2.5200 -3.0542 0.0 0.0 0.0
C 1.0139 -2.6971 -2.2616 0.0 0.0 0.0
C 1.1478 -2.0924 -1.0262 0.0 0.0 0.0
C 0.1450 -1.2579 -0.4970 -0.1 0.0 0.0
N 0.2766 -0.5841 0.6927 0.0 0.2 -0.1
C 0.9796 -1.2120 1.7044 0.0 0.0 0.0
C 0.6917 -2.5300 2.1012 0.0 0.0 0.0
C 1.3152 -3.1309 3.1749 0.0 0.0 0.0
C 2.2610 -2.4514 3.9433 0.0 0.0 0.0
C 2.8779 -3.0765 5.1655 0.0 0.0 0.0
C 2.5833 -1.1630 3.5539 0.0 0.0 0.0
C 1.9869 -0.5713 2.4456 0.0 0.0 0.0
N 2.5171 0.6845 2.0166 0.0 0.0 0.0
C 3.8268 1.0020 1.9424 0.0 0.0 0.0
C 3.9183 2.2842 1.4535 0.0 0.0 0.0
C 2.5894 2.6695 1.2437 0.0 0.0 0.0
N 1.7491 1.6982 1.5887 0.0 0.1 0.0
C -1.0123 -1.1219 -1.2899 0.0 0.1 0.0
C -1.1306 -1.7271 -2.5329 0.0 0.0 0.0
N -2.1390 -0.3826 -0.8108 0.0 0.0 0.1
C -2.7888 -0.6772 0.3819 0.0 0.0 0.0
C -3.3114 0.4663 0.9251 0.0 0.0 0.0
C -2.9225 1.5380 0.1324 0.0 0.0 -0.2
N -2.0577 1.0509 -0.8930 -0.1 -0.1 -0.1
H 0.4913 -3.9477 -4.5435 0.0 0.0 0.0
H -0.0738 -2.4195 -5.2112 0.0 0.0 0.0
H -1.2330 -3.5782 -4.5692 0.0 0.0 0.0
H 1.8206 -3.3226 -2.6292 0.0 0.0 0.0
H 2.0501 -2.2455 -0.4464 0.0 0.0 0.0
H -0.0567 -3.0708 1.5346 0.0 0.0 0.0
H 1.0475 -4.1473 3.4418 0.0 0.0 0.0
H 2.9263 -4.1612 5.0686 0.0 0.0 0.0
H 2.2937 -2.8524 6.0611 0.0 0.0 0.0
H 3.8900 -2.7065 5.3326 0.0 0.0 0.0
H 3.3204 -0.5965 4.1129 0.0 0.0 0.0
H 4.5823 0.2873 2.2175 0.0 0.0 0.0
H 4.8128 2.8479 1.2587 0.0 0.0 0.0
H 2.2044 3.5908 0.8358 0.0 0.0 0.0
H -2.0549 -1.5820 -3.0837 0.0 0.0 0.0
H -2.8254 -1.6975 0.7201 0.0 0.0 0.0
H -3.9226 0.5268 1.8097 0.0 0.0 0.0
H -3.2675 2.5569 0.0962 0.0 0.0 0.0
Cl 0.4094 2.1434 -2.0883 0.0 0.0 0.1
C -1.1066 2.0621 -2.8914 0.0 0.1 0.0
C -2.2119 1.5194 -2.2392 0.0 0.0 0.0
C -3.4172 1.4084 -2.9372 0.0 0.0 0.0
Cl -4.7664 0.6403 -2.2036 0.0 0.0 0.1
C -3.5321 1.8825 -4.2408 0.0 0.0 0.0
Cl -5.0260 1.7588 -5.0801 0.0 0.0 0.0
C -2.4278 2.4538 -4.8704 0.0 0.0 0.0
Cl -2.5658 3.0476 -6.4742 0.0 0.0 0.0
C -1.2120 2.5353 -4.1991 0.0 0.0 0.0
Cl 0.1546 3.2196 -4.9838 0.0 0.0 0.0
N -0.3872 3.6747 2.9129 0.0 0.0 0.0
N -1.0038 3.1161 1.7459 0.0 -0.2 0.0
H -0.4148 4.6859 2.8875 0.0 0.0 0.0
H 0.5747 3.3633 2.9309 0.0 0.0 0.0
H -1.0808 3.8011 0.9999 0.0 0.0 0.0
H -1.9447 2.8369 2.0000 0.0 0.1 0.0
```
Forces are in eV/Å.

Computed properties:
Total charge   0
Molecular weight   668.47 g mol⁻¹
Orbital gap (spin up / spin down)   5.92 / 6.68 eV
HOMO level (spin up / spin down)   -5.61 / -6.37 eV
Energy above the lowest of the compared OMol25 structures with the same formula, charge and spin   0.0 kcal/mol
LUMO (spin up / spin down)   0.01140 / 0.01136 hartree
E_tot   -141402.271 eV
2S+1   3
Largest force on an atom   0.23 eV/Å

=====

[2]
ORCA calculation (wB97M-V/def2-TZVPD) on a structure of composition C26H22F5N2O10PrS3 at a distorted geometry.

Structure (XYZ):
```
69
Properties=species:S:1:pos:R:3:forces:R:3
Pr 0.5159 -0.0426 -1.0043 0.2 -0.3 0.3
O 6.5478 -2.2372 -2.8775 0.3 -0.2 -0.3
C 5.3029 -1.8965 -2.4555 -0.7 0.8 -0.9
C 5.0926 -1.3689 -1.1877 1.2 -0.7 -0.1
C 3.8494 -0.9799 -0.8529 -2.1 0.7 -0.1
N 2.8221 -1.0236 -1.7528 0.7 0.6 2.8
C 3.0230 -1.4860 -2.9448 -1.1 -0.4 -0.9
C 4.2564 -1.9318 -3.3756 0.7 -0.2 -0.1
C 1.7022 -1.5319 -3.7886 2.0 -0.3 0.1
O 1.8740 -1.7917 -4.9705 -0.5 -0.1 -1.0
O 0.6639 -1.3183 -3.1361 -1.0 0.3 0.5
C 3.5141 -0.4145 0.5346 -1.6 1.0 -0.2
O 4.2829 -0.5917 1.4541 1.0 -0.3 0.3
O 2.4087 0.2630 0.5897 0.2 -1.1 -0.7
H 7.1789 -1.7686 -2.3274 0.2 -0.1 0.2
H 5.9018 -1.2827 -0.4732 -0.1 -0.1 0.1
H 4.4025 -2.2072 -4.4163 0.0 -0.1 0.3
F -0.5730 4.0111 5.0641 -0.5 0.1 0.7
C -0.2570 3.8068 3.7909 1.6 0.7 -0.1
C -0.7465 2.7493 3.0829 -2.2 -0.6 2.0
F -1.6947 2.0583 3.7633 -0.1 -0.3 -0.4
C -0.3737 2.4417 1.8363 0.6 -1.0 -1.9
F -0.9553 1.3975 1.1718 0.2 0.6 0.6
C 0.6451 3.1531 1.1988 -0.5 -0.4 -0.2
S 1.0605 2.8887 -0.4434 -0.1 0.0 -0.6
C 1.2180 4.1357 1.9768 1.1 1.0 -0.7
F 2.2414 4.8416 1.4300 -0.3 0.0 0.4
C 0.7969 4.4938 3.2344 0.3 0.0 0.1
F 1.4685 5.4233 3.9396 -0.2 0.0 0.0
C -2.1007 -1.0716 6.6994 0.9 -1.5 1.4
C -1.7820 -1.7528 5.3688 -1.2 2.5 0.4
C -2.1286 -0.9867 4.2549 0.7 -1.4 0.4
C -1.7621 -1.4498 3.0141 -0.1 0.6 -2.2
C -1.0634 -2.6513 2.7844 -0.2 1.5 0.9
C -0.7894 -3.3799 3.9389 0.7 -1.5 -2.5
C -1.1586 -2.9420 5.1609 0.4 -0.3 1.9
S -0.2919 -3.1413 1.2122 -1.3 -1.8 -1.2
O 1.1257 -3.0249 1.3696 0.9 -0.1 0.9
O -0.8705 -4.5119 1.0776 0.8 1.8 0.1
N -0.6508 -2.1782 0.0131 -0.4 0.1 0.1
C -2.0114 -2.3655 -0.5099 -0.4 0.0 2.7
C -2.4847 -1.2392 -1.3332 0.9 0.3 -0.8
O -3.3594 -1.3469 -2.1670 -1.4 -0.5 -0.5
O -1.8146 -0.1773 -1.1541 1.0 1.8 0.2
H -1.5818 -0.1522 6.8789 0.7 0.7 -0.6
H -1.8013 -1.6411 7.6301 -0.5 0.0 -1.1
H -3.1260 -0.7751 6.7965 -0.8 -0.2 -0.1
H -2.5725 -0.0303 4.3897 -0.4 0.5 -0.1
H -2.0214 -0.7820 2.1734 0.4 -0.5 0.2
H -0.2560 -4.3299 3.7969 -0.2 0.4 0.3
H -0.8385 -3.4940 6.0225 0.0 -0.4 0.4
H -2.6865 -2.3367 0.3944 0.0 -0.4 -0.9
H -2.1626 -3.2660 -1.0443 -0.1 -1.1 -0.4
C -2.3202 2.6024 -2.4845 -0.4 -0.2 -0.1
C -1.5118 3.2452 -3.6302 -1.0 0.1 0.7
S -0.2268 2.2016 -4.2442 1.0 -0.4 -0.9
O 0.3069 1.4479 -3.0718 0.1 -0.2 0.5
C -1.0898 0.9655 -5.2966 1.2 0.6 0.6
C -2.4519 0.5976 -4.8072 -1.0 1.5 -2.6
H -2.2074 3.1650 -1.5536 0.1 -0.2 -0.1
H -2.0372 1.5537 -2.3140 0.1 0.6 0.2
H -3.3938 2.5385 -2.7462 0.4 0.3 0.1
H -0.9786 4.1611 -3.3190 -0.4 -0.3 -0.2
H -2.2031 3.4251 -4.4584 0.4 0.4 -0.2
H -0.2956 0.1974 -5.3064 -0.6 -0.1 0.0
H -1.1493 1.4161 -6.2874 0.1 0.1 -0.1
H -2.4946 0.1684 -3.8547 -0.2 -0.9 1.3
H -2.8946 -0.0232 -5.6195 0.0 0.0 0.9
H -3.0328 1.5737 -4.8349 0.2 -1.3 0.2
```
Forces are in eV/Å.

Computed properties:
Total charge   -2
Molecular weight   854.57 g mol⁻¹
Orbital gap (spin up / spin down)   6.45 / 6.46 eV
HOMO level (spin up / spin down)   -2.63 / -2.63 eV
Energy above the lowest of the compared OMol25 structures with the same formula, charge and spin   22.7 kcal/mol
LUMO (spin up / spin down)   0.14044 / 0.14044 hartree
E_tot   -110942.157 eV
2S+1   3
Largest force on an atom   3.16 eV/Å

=====

[3]
ORCA calculation (wB97M-V/def2-TZVPD) on an isolated molecule of C26H22FNO6.

Structure (XYZ):
```
56
Properties=species:S:1:pos:R:3:forces:R:3
C -2.5905 -2.7734 -1.1821 0.2 -0.2 0.0
H -3.0345 -3.5558 -1.8065 0.0 0.0 0.0
H -1.7606 -2.3136 -1.7164 0.0 -0.1 0.0
O -3.4984 -1.7314 -0.9339 -0.6 0.1 0.1
C -4.6442 -2.0126 -0.2462 0.1 0.2 -0.1
C -5.0168 -3.2734 0.1969 0.2 0.0 -0.1
C -6.2195 -3.4626 0.8602 -0.1 0.0 0.0
C -7.0675 -2.3974 1.0886 0.0 -0.1 0.0
C -6.7023 -1.1302 0.6664 0.3 0.1 -0.1
C -5.4998 -0.9241 0.0114 0.0 -0.3 0.1
O -5.2237 0.3400 -0.4466 -0.2 -0.2 -0.2
C -3.9770 0.8689 -0.2517 0.6 0.5 0.2
C -3.5634 1.8636 -1.1300 -0.3 -0.3 0.2
C -2.3421 2.4835 -0.9589 0.2 0.0 0.1
C -1.5003 2.1169 0.0904 -0.3 -0.1 0.0
C -1.9239 1.1254 0.9727 0.1 0.0 0.1
C -3.1517 0.5169 0.8104 -0.3 0.1 -0.2
H -3.4737 -0.2366 1.5144 0.0 -0.1 0.0
H -1.2942 0.8448 1.7996 0.0 0.0 0.0
N -0.2500 2.7356 0.2408 0.0 0.1 -0.3
C 0.4890 2.7971 1.3862 0.4 0.2 0.1
O 0.1857 2.3530 2.4673 0.0 -0.1 0.3
C 1.7646 3.5684 1.0761 0.1 -0.1 0.1
C 1.8460 3.5648 -0.4510 0.1 -0.1 0.0
C 2.6567 2.3697 -0.9130 0.1 0.6 -0.3
O 3.6204 2.4246 -1.6286 0.0 -0.1 0.0
O 2.1452 1.2249 -0.4377 -0.2 -0.3 0.2
C 2.9635 0.0840 -0.5923 0.2 0.2 -0.1
H 2.3592 -0.7670 -0.2738 0.1 0.0 -0.1
C 4.2055 0.2319 0.2935 -0.3 -0.1 -0.2
O 4.3301 1.1980 1.0055 0.0 -0.1 0.0
C 5.2199 -0.8403 0.2101 0.4 -0.1 0.2
C 6.4224 -0.6378 0.8922 -0.2 -0.1 -0.1
C 7.4254 -1.5841 0.8592 0.1 -0.2 -0.1
C 7.2118 -2.7461 0.1368 -0.2 0.1 0.0
C 6.0284 -2.9789 -0.5457 0.2 -0.2 0.0
C 5.0334 -2.0217 -0.5089 0.1 0.3 0.2
H 4.1123 -2.2064 -1.0377 -0.1 0.0 -0.1
H 5.9024 -3.8991 -1.0939 0.0 -0.1 0.0
F 8.1776 -3.6781 0.0953 -0.1 0.1 0.0
H 8.3592 -1.4376 1.3781 0.1 0.0 0.0
H 6.5493 0.2814 1.4435 0.0 0.1 0.0
H 3.2737 -0.0264 -1.6380 -0.1 -0.1 0.2
H 2.3119 4.4602 -0.8638 0.0 -0.2 0.0
C 0.3741 3.4303 -0.8669 0.0 0.1 -0.2
H -0.0705 4.4244 -1.0036 0.0 -0.1 -0.1
H 0.2557 2.8602 -1.7920 0.0 0.1 0.0
H 1.6657 4.5814 1.4704 0.0 0.0 0.0
H 2.6215 3.0954 1.5542 -0.1 0.0 0.0
H -2.0556 3.2603 -1.6500 0.1 0.1 -0.1
H -4.2139 2.1454 -1.9429 -0.1 0.0 -0.1
H -7.3431 -0.2790 0.8350 0.0 0.1 0.0
H -8.0067 -2.5448 1.5984 -0.1 0.0 0.0
H -6.4882 -4.4542 1.1912 0.0 -0.1 0.0
H -4.3771 -4.1231 0.0183 0.1 0.0 0.0
H -2.2213 -3.2153 -0.2509 0.0 0.0 0.0
```
Forces are in eV/Å.

Computed properties:
Total charge   0
Molecular weight   463.46 g mol⁻¹
Orbital gap   7.81 eV
HOMO level   -7.85 eV
Energy above the lowest of the compared OMol25 structures with the same formula, charge and spin   0.0 kcal/mol
SMILES   COc1ccccc1Oc1ccc(N2C[C@H](C(=O)OCC(=O)c3ccc(F)cc3)CC2=O)cc1
LUMO   -0.00140 hartree
E_tot   -43811.870 eV
2S+1   1
Largest force on an atom   0.79 eV/Å

=====

[4]
ORCA calculation (wB97M-V/def2-TZVPD) on a structure of composition C26H22IrN3O4 at a distorted geometry.

Structure (XYZ):
```
56
Properties=species:S:1:pos:R:3:forces:R:3
Ir -1.5490 0.4396 0.3820 0.9 1.4 -0.8
C -3.3459 -1.1439 -1.3495 1.1 0.4 -1.0
C -2.4980 -1.3041 -2.4310 -0.3 0.2 -1.0
C -1.8201 -0.1081 -2.7198 1.0 -0.3 -0.3
C -2.2248 0.8469 -1.7355 -1.3 0.7 1.3
C -3.1871 0.2187 -0.8730 -2.0 2.1 -0.4
H -3.8272 -1.9547 -0.8893 -0.9 -0.8 0.4
H -2.4986 -2.1435 -3.0998 0.4 -0.5 0.2
H -1.0312 0.0513 -3.4901 -0.9 -0.2 0.7
H -2.2252 1.9441 -1.7991 0.4 -0.7 -0.2
H -4.0000 0.9098 -0.4395 1.0 -1.6 -0.6
C 0.1416 0.0476 4.2877 -0.7 0.2 1.0
C -0.7775 0.3510 3.1587 -4.0 -1.5 2.6
N -0.3428 0.6516 1.9003 -1.8 -1.4 0.7
N 0.8685 0.9582 1.7327 1.5 2.2 -1.6
C 0.9410 1.6340 0.5096 1.0 -2.3 -0.3
O 0.0926 1.4367 -0.4339 0.0 0.2 1.1
C 2.1052 2.4375 0.4330 0.7 -0.9 2.1
C 2.0276 3.6387 -0.2222 -0.7 1.0 -1.4
C 2.9367 4.6266 0.0369 1.4 1.1 0.7
C 3.9422 4.4021 1.0106 -0.1 0.3 -1.3
C 4.0846 3.1288 1.5598 1.0 -0.6 1.2
C 3.1407 2.1089 1.3998 0.3 0.3 -1.2
C -2.2307 -0.0190 3.1872 3.6 0.8 -0.7
C -2.9406 -0.3601 4.3386 -1.9 0.2 1.1
C -4.2588 -0.8647 4.2296 1.7 0.7 0.0
C -4.7326 -0.9196 2.9253 -0.6 -1.6 -0.5
C -3.9268 -0.7757 1.8035 -0.4 0.7 1.8
N -2.7146 -0.2278 1.9065 -0.7 -0.8 -0.1
H -0.0237 0.6014 5.3109 0.4 -0.7 -2.2
H 1.0901 0.1923 3.8059 0.9 0.3 0.8
H 0.0379 -1.0306 4.5155 0.0 0.4 0.0
H 1.2155 3.8733 -0.9484 0.6 -0.6 0.7
H 2.8984 5.5791 -0.5203 0.0 -0.6 0.5
H 4.7019 5.1815 1.2481 -0.8 -0.7 -0.3
H 5.0183 2.9992 2.1580 -1.1 -0.2 -0.3
H 3.2075 1.0574 1.8768 0.0 2.2 -1.0
H -2.6090 -0.0334 5.3356 0.4 -0.6 -0.6
H -4.8408 -1.2539 5.0930 0.5 0.8 -0.7
H -5.7155 -1.3202 2.7513 -0.3 -0.1 -0.1
H -4.2869 -1.1268 0.8699 -0.2 0.3 -0.6
O 0.8194 -2.7381 -1.1856 -0.6 -0.5 -0.2
C 1.2349 -2.7083 -2.3663 0.3 1.0 0.8
C 0.8922 -3.7101 -3.2990 -1.5 -1.0 -0.3
C 1.4813 -3.8019 -4.5208 0.8 -1.2 -1.5
C 2.3019 -2.7681 -5.0284 -0.3 0.1 2.2
C 2.6554 -1.7707 -4.1114 0.4 1.7 -0.1
C 2.1519 -1.6820 -2.8010 1.1 -0.2 -1.6
C 2.6572 -0.6678 -1.8596 1.4 3.1 2.7
O 3.3586 0.3237 -2.1123 -1.8 -2.8 -0.3
O 2.3150 -0.8177 -0.4952 0.0 -0.5 -1.8
H 1.7213 -1.6194 -0.3624 0.6 0.8 -0.6
H 0.0389 -4.3464 -3.0054 1.0 -0.1 -0.1
H 1.4636 -4.7491 -5.0930 -0.8 0.8 0.2
H 2.7098 -2.6480 -6.0102 0.0 -0.7 -0.5
H 3.3556 -1.0262 -4.5648 -0.6 -0.3 1.2
```
Forces are in eV/Å.

Computed properties:
Total charge   +1
Molecular weight   632.70 g mol⁻¹
Orbital gap (spin up / spin down)   6.17 / 6.16 eV
HOMO level (spin up / spin down)   -8.92 / -11.41 eV
Energy above the lowest of the compared OMol25 structures with the same formula, charge and spin   16.7 kcal/mol
LUMO (spin up / spin down)   -0.10115 / -0.19289 hartree
E_tot   -42804.431 eV
2S+1   6
Largest force on an atom   4.96 eV/Å